C36H94F3N8O10Sr | the ωB97M-V functional and the def2-TZVPD basis

Structure (XYZ):
```
152
Properties=species:S:1:pos:R:3:lowdin_charge:R:1
Sr -10.87 -25.44 5.89 1.694
C -10.95 -21.49 6.38 -0.184
O -10.67 -21.37 4.96 -0.100
O -10.85 -22.94 6.55 -0.029
C -10.26 -20.48 7.40 -0.550
F -10.13 -21.06 8.64 0.126
F -8.98 -20.12 7.18 0.160
F -11.02 -19.47 7.65 0.229
C -10.72 -20.08 4.33 -0.208
C -10.61 -20.18 2.79 -0.039
H -9.61 -20.48 2.48 0.059
H -11.28 -20.94 2.38 0.068
H -10.80 -19.20 2.35 0.074
H -9.89 -19.44 4.64 0.108
H -11.65 -19.55 4.53 0.119
H -12.01 -21.28 6.53 0.182
C -15.66 -20.68 -4.70 -0.056
C -15.65 -20.72 -3.19 -0.434
C -14.23 -20.92 -2.56 -0.171
O -14.42 -21.26 -1.18 -0.198
C -13.31 -21.68 -0.40 -0.115
N -16.23 -19.51 -2.60 0.034
H -14.97 -19.92 -5.05 0.083
H -16.71 -20.53 -4.93 0.084
H -15.41 -21.66 -5.12 0.076
H -16.30 -21.49 -2.77 0.134
H -13.56 -20.08 -2.73 0.117
H -13.89 -21.87 -2.98 0.119
H -12.59 -22.33 -0.89 0.075
H -13.52 -22.24 0.51 0.065
H -12.71 -20.83 -0.06 0.059
H -15.52 -18.80 -2.71 0.032
H -16.14 -19.55 -1.59 0.044
C -6.38 -18.67 0.42 -0.036
C -5.97 -19.60 1.61 -0.361
C -6.71 -19.32 2.98 -0.171
O -6.10 -18.32 3.78 -0.163
C -6.72 -18.21 5.04 -0.112
N -6.05 -21.01 1.28 0.022
H -7.44 -18.68 0.16 0.056
H -5.76 -18.63 -0.48 0.082
H -6.26 -17.60 0.59 0.074
H -4.89 -19.51 1.75 0.134
H -6.67 -20.19 3.64 0.100
H -7.74 -19.07 2.73 0.101
H -7.69 -17.71 4.99 0.062
H -6.12 -17.65 5.75 0.099
H -6.85 -19.15 5.58 0.072
H -5.94 -21.06 0.27 0.073
H -5.21 -21.44 1.64 0.090
C -10.93 -13.93 1.17 -0.043
C -9.83 -14.49 2.04 -0.448
C -10.09 -15.96 2.50 -0.231
O -10.86 -16.06 3.63 -0.182
C -10.12 -15.94 4.84 -0.086
N -8.62 -14.46 1.29 0.036
H -11.87 -14.08 1.70 0.081
H -10.88 -14.47 0.23 0.065
H -10.84 -12.87 0.93 0.087
H -9.69 -13.97 2.98 0.134
H -9.22 -16.60 2.62 0.110
H -10.65 -16.46 1.70 0.096
H -10.29 -16.85 5.42 0.067
H -10.40 -15.09 5.47 0.097
H -9.03 -15.95 4.74 0.076
H -7.85 -15.04 1.61 0.069
H -8.40 -13.48 1.42 0.086
C -16.98 -15.89 5.29 -0.077
C -15.94 -16.69 4.54 -0.386
C -15.63 -16.20 3.11 -0.110
O -15.22 -17.37 2.31 -0.181
C -13.88 -17.65 2.33 -0.178
N -14.69 -16.66 5.41 0.029
H -17.80 -16.44 5.76 0.076
H -17.50 -15.17 4.66 0.071
H -16.67 -15.15 6.04 0.079
H -16.22 -17.74 4.53 0.128
H -14.93 -15.37 3.09 0.132
H -16.58 -15.87 2.70 0.124
H -13.26 -16.78 2.13 0.086
H -13.66 -18.45 1.62 0.078
H -13.60 -18.16 3.25 0.065
H -13.95 -17.03 4.83 0.017
H -14.76 -17.10 6.32 0.059
C -9.17 -22.26 -0.31 -0.066
C -8.52 -23.60 0.03 -0.429
C -7.34 -24.05 -0.89 -0.186
O -6.84 -25.28 -0.48 -0.184
C -7.67 -26.38 -0.70 -0.097
N -8.05 -23.35 1.34 0.026
H -8.46 -21.44 -0.31 0.072
H -10.09 -22.04 0.23 0.062
H -9.48 -22.26 -1.35 0.079
H -9.27 -24.38 0.12 0.119
H -6.54 -23.32 -0.80 0.128
H -7.67 -24.11 -1.93 0.128
H -8.44 -26.61 0.04 0.079
H -7.08 -27.30 -0.71 0.093
H -7.92 -26.27 -1.75 0.101
H -7.55 -22.47 1.41 0.023
H -7.41 -24.13 1.42 0.071
C -15.55 -24.68 5.02 -0.044
C -14.07 -24.99 4.85 -0.380
C -13.20 -24.30 3.77 -0.154
O -11.98 -25.04 3.64 -0.337
C -11.41 -25.02 2.33 -0.081
N -13.38 -24.63 6.12 -0.054
H -16.19 -24.73 4.15 0.099
H -15.65 -23.67 5.44 0.087
H -16.08 -25.29 5.75 0.095
H -14.17 -26.05 4.62 0.148
H -13.04 -23.25 4.00 0.132
H -13.71 -24.29 2.80 0.136
H -11.00 -24.05 2.07 0.089
H -12.07 -25.40 1.55 0.110
H -10.60 -25.74 2.26 0.091
H -14.07 -24.78 6.84 0.090
H -13.44 -23.64 6.29 0.075
C -13.85 -15.46 -1.16 -0.036
C -13.31 -16.88 -1.48 -0.364
C -11.95 -17.24 -0.85 -0.227
O -11.67 -18.49 -1.39 -0.179
C -10.37 -19.02 -1.13 -0.089
N -14.41 -17.73 -0.95 0.052
H -14.68 -15.31 -1.85 0.085
H -13.12 -14.73 -1.50 0.074
H -14.11 -15.38 -0.11 0.073
H -13.17 -17.18 -2.52 0.138
H -12.06 -17.26 0.23 0.085
H -11.30 -16.37 -0.92 0.115
H -10.24 -19.94 -1.69 0.081
H -10.16 -19.15 -0.07 0.064
H -9.57 -18.37 -1.48 0.090
H -13.95 -18.61 -0.76 0.044
H -14.80 -17.37 -0.10 0.049
C -6.95 -23.35 4.50 -0.037
C -7.68 -24.68 4.74 -0.354
C -7.71 -25.12 6.25 -0.126
O -8.60 -26.25 6.18 -0.408
C -8.23 -27.29 7.06 -0.083
N -9.08 -24.41 4.35 -0.048
H -6.72 -23.24 3.44 0.058
H -5.95 -23.38 4.94 0.090
H -7.39 -22.41 4.82 0.081
H -7.37 -25.49 4.08 0.159
H -8.15 -24.36 6.90 0.133
H -6.68 -25.41 6.49 0.146
H -7.37 -27.83 6.67 0.114
H -9.02 -28.00 7.27 0.098
H -7.99 -26.88 8.04 0.106
H -8.83 -24.32 3.38 0.046
H -9.36 -23.47 4.60 0.053
```

Its total charge is +2. Its orbital gap (spin up / spin down) is 5.5 / 1.8 eV. Its LUMO energy (spin up / spin down) is -5.829 / -9.521 eV. The calculation puts the total energy at -80218.4643 eV. As for the spin multiplicity: 2.

C36H95Cl2N5O14 | the ωB97M-V functional and the def2-TZVPD basis

Structure (XYZ):
```
152
Properties=species:S:1:pos:R:3:lowdin_charge:R:1
Cl 3.80 4.15 -0.84 0.555
C 2.22 4.58 -1.57 -0.657
C 1.61 5.84 -0.94 -0.626
Cl 1.30 5.59 0.81 0.515
H 1.48 3.78 -1.47 0.037
H 2.28 4.69 -2.65 0.080
H 0.62 6.14 -1.30 0.043
H 2.32 6.65 -1.11 0.069
C -0.16 2.32 -4.02 -0.134
O -0.34 3.64 -3.46 -0.132
H 0.76 2.54 -4.55 0.082
H -0.03 1.46 -3.36 0.057
H -0.97 2.04 -4.69 0.074
H -1.07 3.50 -2.85 0.015
C -2.18 3.85 3.49 -0.161
O -2.46 2.90 4.50 -0.137
H -2.75 4.70 3.84 0.075
H -1.15 4.18 3.34 0.077
H -2.72 3.36 2.68 0.076
H -2.15 3.28 5.33 0.070
C -0.36 1.89 0.48 -0.215
O -0.67 0.85 -0.28 -0.102
H -0.87 2.66 -0.09 0.076
H -0.84 1.78 1.45 0.071
H 0.68 2.18 0.64 0.074
H -0.11 0.07 -0.19 0.037
C 1.38 -1.78 0.65 -0.076
O 0.91 -1.43 -0.69 -0.156
H 2.01 -2.65 0.52 0.083
H 1.77 -0.96 1.26 0.080
H 0.48 -2.21 1.10 0.059
H 0.39 -2.20 -0.95 0.093
C 8.63 1.94 -1.96 -0.135
O 7.46 1.26 -2.20 -0.190
C 7.63 -0.09 -2.59 -0.198
C 6.41 -0.73 -3.33 -0.177
N 5.24 -0.92 -2.47 -0.059
C 4.09 -1.37 -3.27 -0.170
C 3.52 -0.14 -3.97 -0.196
O 3.27 1.01 -3.13 -0.181
C 2.37 0.65 -2.13 -0.155
H 8.49 2.95 -2.35 0.092
H 9.47 1.56 -2.54 0.082
H 8.80 1.83 -0.89 0.091
H 7.90 -0.75 -1.77 0.110
H 8.37 -0.11 -3.39 0.112
H 6.70 -1.72 -3.71 0.123
H 6.06 -0.02 -4.08 0.104
H 5.01 -0.10 -1.91 0.098
H 3.37 -1.63 -2.49 0.092
H 4.23 -2.25 -3.90 0.127
H 2.57 -0.25 -4.48 0.117
H 4.19 0.27 -4.73 0.110
H 2.10 1.51 -1.52 0.073
H 2.80 -0.01 -1.38 0.063
H 1.47 0.18 -2.53 0.076
C 4.31 -4.23 4.74 -0.124
O 2.90 -4.20 4.87 -0.211
C 2.27 -5.49 4.67 -0.158
C 0.66 -5.33 4.66 -0.200
N 0.29 -4.46 3.58 -0.059
C -1.06 -4.00 3.82 -0.207
C -1.10 -2.51 3.53 -0.222
O -0.19 -1.86 4.40 -0.187
C -0.13 -0.47 4.20 -0.115
H 4.75 -4.33 5.73 0.091
H 4.66 -3.26 4.38 0.067
H 4.62 -4.85 3.90 0.084
H 2.66 -6.20 5.41 0.113
H 2.52 -5.79 3.65 0.107
H 0.44 -4.99 5.67 0.113
H 0.18 -6.26 4.36 0.119
H 0.88 -3.65 3.69 0.084
H -1.43 -4.07 4.84 0.116
H -1.80 -4.48 3.19 0.119
H -2.02 -2.10 3.93 0.118
H -1.08 -2.14 2.50 0.105
H -1.11 0.01 4.24 0.078
H 0.37 -0.18 3.28 0.076
H 0.29 0.08 5.04 0.090
C -8.16 -5.91 -2.01 -0.076
O -8.04 -4.48 -2.10 -0.200
C -9.12 -3.77 -1.58 -0.243
C -8.81 -2.28 -1.39 -0.210
N -7.59 -2.17 -0.61 -0.054
C -7.38 -0.73 -0.47 -0.228
C -6.16 -0.30 0.45 -0.197
O -4.92 -0.85 0.03 -0.187
C -3.80 0.01 0.30 -0.090
H -7.14 -6.25 -2.16 0.089
H -8.90 -6.38 -2.66 0.086
H -8.39 -6.06 -0.95 0.082
H -9.60 -4.29 -0.76 0.118
H -9.93 -3.75 -2.32 0.111
H -9.64 -1.89 -0.79 0.116
H -8.69 -1.58 -2.22 0.112
H -6.84 -2.54 -1.17 0.107
H -8.27 -0.22 -0.11 0.111
H -7.29 -0.22 -1.43 0.101
H -6.43 -0.55 1.48 0.114
H -6.18 0.79 0.40 0.100
H -3.07 -0.67 -0.14 0.082
H -3.58 0.05 1.36 0.094
H -3.68 0.91 -0.30 0.054
C -2.55 5.39 -1.45 -0.053
O -2.55 4.04 -2.02 -0.245
C -3.62 3.18 -1.55 -0.185
C -4.99 3.60 -2.05 -0.158
N -5.68 4.63 -1.18 -0.066
C -7.09 4.48 -1.03 -0.224
C -7.70 5.58 -0.11 -0.203
O -7.74 6.80 -0.85 -0.207
C -8.45 7.94 -0.27 -0.084
H -3.27 5.61 -0.66 0.078
H -3.04 5.99 -2.21 0.087
H -1.55 5.72 -1.17 0.070
H -3.48 3.19 -0.47 0.115
H -3.41 2.20 -1.97 0.116
H -5.60 2.75 -2.37 0.114
H -4.95 4.00 -3.06 0.121
H -5.44 5.59 -1.38 0.098
H -7.15 3.53 -0.49 0.108
H -7.65 4.32 -1.95 0.116
H -7.14 5.76 0.81 0.117
H -8.70 5.33 0.23 0.113
H -8.19 8.03 0.78 0.075
H -9.53 7.92 -0.39 0.082
H -8.13 8.95 -0.53 0.078
C 4.41 0.83 1.14 -0.117
O 4.34 -0.60 1.16 -0.221
C 5.62 -1.32 1.61 -0.146
C 5.26 -2.78 1.58 -0.187
N 5.03 -3.16 0.14 -0.052
C 6.23 -3.48 -0.63 -0.207
C 7.08 -4.58 0.16 -0.165
O 8.18 -5.04 -0.74 -0.240
C 9.30 -5.90 -0.14 -0.050
H 5.20 1.25 0.51 0.072
H 4.80 1.18 2.10 0.080
H 3.47 1.33 0.90 0.067
H 6.14 -1.03 2.52 0.112
H 6.45 -1.00 0.97 0.109
H 4.29 -2.80 2.09 0.100
H 5.96 -3.42 2.12 0.100
H 4.63 -2.37 -0.34 0.062
H 6.80 -2.64 -1.02 0.080
H 5.86 -3.97 -1.53 0.108
H 6.47 -5.37 0.58 0.117
H 7.62 -4.01 0.92 0.096
H 9.91 -6.19 -1.00 0.068
H 8.97 -6.83 0.31 0.076
H 9.99 -5.22 0.37 0.073
```

Its total charge is 0. As for the SMILES: COCCNCCOC.COCCNCCOC.COCCNCCOC.COCCNCCOC.COCCNCCOC.ClCCCl.CO.CO.CO.CO. Its orbital gap is 9.0 eV. Its LUMO energy is 0.633 eV. The calculation puts the total energy at -100018.4214 eV.

C36H95N7O11 | the ωB97M-V functional and the def2-TZVPD basis

Structure (XYZ):
```
149
Properties=species:S:1:pos:R:3:lowdin_charge:R:1
C -7.53 3.38 7.16 -0.082
C -7.20 4.83 7.49 -0.373
O -6.28 5.21 6.56 -0.084
H -8.18 3.12 8.00 0.070
H -6.60 2.81 7.08 0.081
H -8.09 3.47 6.23 0.073
H -6.82 4.98 8.50 0.115
H -8.03 5.52 7.33 0.109
H -6.65 5.24 5.68 0.090
C -9.15 -5.35 10.77 -0.121
O -9.07 -4.27 11.66 -0.227
C -10.02 -3.25 11.50 -0.207
C -9.54 -2.07 12.40 -0.165
N -10.58 -1.02 12.47 -0.076
C -10.17 0.03 13.33 -0.241
C -10.74 -0.11 14.78 -0.220
O -10.44 1.06 15.55 -0.186
C -10.43 0.69 16.94 -0.103
H -10.13 -5.82 10.71 0.089
H -8.49 -6.10 11.21 0.088
H -8.69 -5.07 9.83 0.088
H -11.04 -3.63 11.53 0.124
H -9.72 -3.04 10.48 0.111
H -8.60 -1.69 11.99 0.116
H -9.33 -2.45 13.40 0.116
H -10.87 -0.67 11.56 0.112
H -10.58 0.96 12.95 0.117
H -9.09 0.18 13.38 0.116
H -10.30 -1.06 15.09 0.102
H -11.82 -0.21 14.79 0.122
H -9.81 1.44 17.42 0.086
H -10.06 -0.33 17.02 0.078
H -11.42 0.73 17.40 0.081
C 1.54 1.68 -4.68 -0.083
O 1.46 0.82 -3.52 -0.214
C 0.98 -0.50 -3.75 -0.205
C 0.69 -1.32 -2.43 -0.183
N -0.06 -0.45 -1.52 -0.098
C -0.61 -0.97 -0.25 -0.187
C -1.52 -2.19 -0.44 -0.257
O -2.06 -2.60 0.77 -0.196
C -3.36 -2.14 1.16 -0.082
H 1.90 1.04 -5.48 0.074
H 2.33 2.43 -4.60 0.085
H 0.56 2.04 -4.99 0.085
H 1.73 -1.15 -4.19 0.115
H 0.00 -0.45 -4.23 0.120
H 1.58 -1.63 -1.87 0.113
H -0.03 -2.09 -2.70 0.105
H 0.22 0.53 -1.53 0.098
H -1.22 -0.22 0.26 0.115
H 0.24 -1.18 0.40 0.109
H -1.01 -3.03 -0.91 0.113
H -2.29 -1.87 -1.14 0.118
H -4.06 -2.27 0.34 0.085
H -3.31 -1.14 1.58 0.083
H -3.68 -2.82 1.96 0.084
C 1.43 8.27 -13.59 -0.069
O 2.90 8.13 -13.70 -0.229
C 3.47 7.33 -14.75 -0.206
C 3.80 5.89 -14.25 -0.171
N 4.45 5.79 -12.87 -0.057
C 5.79 5.27 -12.82 -0.183
C 6.93 6.24 -13.50 -0.170
O 7.59 7.02 -12.50 -0.211
C 6.90 8.20 -12.05 -0.098
H 1.13 8.79 -12.68 0.080
H 0.93 7.30 -13.57 0.078
H 0.98 8.82 -14.42 0.075
H 4.38 7.83 -15.08 0.102
H 2.82 7.42 -15.62 0.115
H 4.37 5.54 -15.10 0.107
H 2.90 5.27 -14.32 0.097
H 4.13 6.62 -12.41 0.090
H 5.80 4.31 -13.33 0.099
H 6.14 4.96 -11.83 0.110
H 6.58 6.95 -14.24 0.097
H 7.61 5.59 -14.04 0.104
H 6.63 8.15 -11.00 0.084
H 6.16 8.57 -12.76 0.082
H 7.64 8.99 -12.01 0.074
C 4.83 3.67 1.29 -0.076
C 3.61 4.41 1.72 -0.485
C 3.33 4.33 3.22 -0.229
O 2.85 3.05 3.54 -0.145
C 2.88 3.01 4.93 -0.146
N 3.80 5.76 1.26 0.039
H 4.82 2.60 1.51 0.085
H 5.71 4.22 1.60 0.086
H 4.95 3.61 0.20 0.079
H 2.70 4.07 1.23 0.145
H 2.68 5.13 3.57 0.128
H 4.28 4.50 3.71 0.123
H 2.31 3.87 5.30 0.091
H 3.86 3.05 5.42 0.084
H 2.60 2.03 5.30 0.092
H 3.90 5.51 0.29 0.071
H 4.71 5.82 1.71 0.060
C -4.79 -4.50 -10.09 -0.081
C -5.26 -3.20 -9.45 -0.442
C -4.70 -1.96 -10.20 -0.165
O -3.28 -1.80 -9.91 -0.188
C -2.73 -0.58 -10.34 -0.143
N -6.66 -3.20 -9.71 0.014
H -4.96 -5.31 -9.38 0.084
H -3.70 -4.46 -10.17 0.071
H -5.00 -4.64 -11.15 0.088
H -5.14 -3.17 -8.37 0.147
H -5.23 -1.11 -9.79 0.115
H -4.92 -1.97 -11.27 0.125
H -1.65 -0.54 -10.21 0.086
H -3.08 0.36 -9.91 0.078
H -2.98 -0.40 -11.39 0.079
H -6.73 -3.90 -10.43 0.056
H -7.18 -3.67 -8.98 0.077
C 11.67 -0.02 2.49 -0.068
C 10.16 0.14 2.80 -0.416
C 9.45 -1.15 3.16 -0.198
O 9.46 -2.24 2.19 -0.201
C 9.40 -1.94 0.77 -0.085
N 10.11 1.12 3.96 0.034
H 12.28 -0.32 3.35 0.077
H 12.07 0.88 2.03 0.079
H 11.81 -0.85 1.80 0.062
H 9.78 0.61 1.90 0.125
H 8.48 -1.04 3.64 0.113
H 9.92 -1.59 4.04 0.120
H 9.50 -2.95 0.36 0.091
H 10.15 -1.24 0.40 0.069
H 8.42 -1.49 0.61 0.085
H 9.15 0.97 4.25 0.052
H 10.78 0.88 4.68 0.062
C 4.57 -9.62 3.78 -0.071
C 3.39 -8.71 3.64 -0.446
C 2.09 -9.26 4.22 -0.146
O 1.77 -10.51 3.44 -0.208
C 0.38 -10.84 3.34 -0.120
N 3.74 -7.50 4.36 0.023
H 4.38 -10.32 4.59 0.085
H 5.58 -9.20 3.83 0.075
H 4.79 -10.29 2.94 0.076
H 3.17 -8.44 2.61 0.138
H 1.32 -8.51 4.07 0.109
H 2.03 -9.50 5.29 0.122
H -0.33 -10.04 3.53 0.077
H 0.22 -11.61 4.09 0.078
H 0.13 -11.25 2.36 0.078
H 3.60 -6.65 3.83 0.070
H 4.71 -7.45 4.63 0.059
```

Its total charge is 0. As for the SMILES: COC[C@H](C)N.COC[C@H](C)N.COC[C@H](C)N.COC[C@H](C)N.COCCNCCOC.COCCNCCOC.COCCNCCOC.CCO. Its orbital gap is 8.6 eV. Its LUMO energy is 0.595 eV. The calculation puts the total energy at -71812.0668 eV. As for the energy above the lowest of the compared OMol25 structures with the same formula, charge and spin: 151.2 kcal per mole.

Question: Number 2 is which compound?
Answer: C36H95Cl2N5O14